Record 1
Density functional theory data (the ωB97M-V functional and the def2-TZVPD basis) for C33H48As3BrN3O2Ti as an isolated structure.

```
! wB97M-V def2-TZVPD RIJCOSX def2/J DEFGRID3
* xyz -1 1
Ti 0.544 -0.361 -0.264
O 1.700 -0.584 -4.331
C 0.916 -1.588 -4.780
C 1.119 -2.066 -6.071
C 0.328 -3.092 -6.564
C -0.663 -3.661 -5.775
C -0.858 -3.180 -4.486
C -0.093 -2.142 -3.979
C -0.325 -1.574 -2.597
O 0.883 -1.323 -1.957
N -1.118 -0.339 -2.727
N -0.702 0.618 -1.708
C -0.689 1.861 -2.242
C -0.454 3.059 -1.722
Br 2.739 1.299 -0.614
C -0.342 4.275 -1.244
C -1.454 5.145 -0.804
C -2.788 4.867 -1.104
C -3.802 5.693 -0.653
C -3.510 6.819 0.109
C -2.189 7.110 0.413
C -1.173 6.278 -0.042
H 1.599 -0.555 -3.346
H 1.906 -1.622 -6.668
H 0.495 -3.456 -7.571
H -1.274 -4.468 -6.158
H -1.629 -3.607 -3.854
H -0.905 -2.288 -2.001
H -0.858 0.073 -3.622
H -0.848 1.909 -3.327
H 0.643 4.729 -1.118
H -3.012 3.985 -1.694
H -4.832 5.457 -0.896
H -4.306 7.466 0.458
H -1.947 7.984 1.006
H -0.140 6.503 0.201
C 0.506 3.360 1.715
As -0.433 1.698 1.286
C -2.287 2.201 0.966
C -0.569 1.107 3.149
C -1.519 1.623 4.028
C -1.524 1.243 5.363
C -0.570 0.348 5.831
C 0.378 -0.167 4.960
C 0.379 0.200 3.618
As 1.621 -0.538 2.295
C 3.297 0.230 2.935
C 1.798 -2.351 2.990
H -0.201 4.176 1.872
H 1.194 3.587 0.910
H 1.075 3.187 2.629
H -2.518 3.193 1.353
H -2.926 1.453 1.436
H -2.452 2.181 -0.109
H -2.261 2.326 3.670
H -2.268 1.647 6.038
H -0.566 0.051 6.873
H 1.112 -0.870 5.337
H 3.441 0.035 3.999
H 3.273 1.301 2.742
H 4.118 -0.196 2.358
H 2.610 -2.852 2.471
H 0.872 -2.886 2.788
H 2.006 -2.356 4.060
C -2.969 -1.858 -0.013
C -1.732 -2.214 0.827
C -1.351 -3.680 0.606
C -2.078 -1.994 2.306
N -0.639 -1.371 0.426
H -2.770 -1.985 -1.077
H -3.825 -2.478 0.269
H -3.229 -0.810 0.141
H -2.166 -4.345 0.905
H -0.462 -3.934 1.188
H -1.121 -3.858 -0.446
H -2.915 -2.632 2.605
H -2.357 -0.953 2.479
H -1.227 -2.219 2.953
C 2.537 -4.159 -0.491
As 3.004 -2.260 -0.360
C 3.790 -2.040 -2.127
C 4.718 -2.448 0.596
H 1.660 -4.238 -1.133
H 2.285 -4.556 0.493
H 3.359 -4.735 -0.918
H 4.690 -2.653 -2.208
H 4.034 -0.990 -2.275
H 3.063 -2.343 -2.876
H 5.332 -3.213 0.117
H 4.583 -2.704 1.648
H 5.233 -1.489 0.532
*
```

Summary:
M = 871.30 g mol⁻¹
energy = -319241.4090 eV
HOMO = -0.1299 Eh
gap between HOMO and LUMO = 6.0 eV
energy relative to the best compared isomer or geometry (same formula, charge and spin) = 0.2949 eV



Record 2
Density functional theory data (the ωB97M-V functional and the def2-TZVPD basis) for C33H48AsCl3F6N7PS2Ti as an isolated structure in a non-equilibrium geometry.

```
! wB97M-V def2-TZVPD RIJCOSX def2/J DEFGRID3
* xyz 1 2
Ti 0.168 -0.558 0.766
C -1.646 -1.969 3.575
C -1.041 -0.616 3.725
N -0.161 -0.073 2.916
C 0.316 1.130 3.440
C -0.252 1.501 4.611
S -1.375 0.325 5.118
C 1.454 1.836 2.835
C 2.676 1.937 3.354
S 3.818 2.809 2.360
C 2.671 2.551 0.940
N 1.350 2.645 1.634
C 2.877 3.460 -0.248
H -1.280 -2.443 2.668
H -2.732 -1.910 3.539
H -1.370 -2.586 4.432
H -0.042 2.385 5.190
H 2.986 1.497 4.289
H 3.158 4.467 0.039
H 1.962 3.489 -0.838
H 3.663 3.058 -0.876
F -1.522 0.526 0.673
As -3.397 0.951 0.907
F -2.806 1.855 2.260
F -3.460 -0.451 1.899
F -5.025 1.328 1.147
F -3.614 -0.011 -0.491
F -3.099 2.308 -0.095
C -4.189 -3.061 -0.777
C -2.717 -3.359 -0.871
C -2.247 -4.288 -1.792
C -0.892 -4.584 -1.884
C -0.385 -5.592 -2.882
C 0.004 -3.949 -1.030
C -0.438 -3.038 -0.069
C -1.805 -2.742 -0.022
N 0.431 -2.402 0.864
C 1.489 -3.224 1.522
C 0.903 -4.561 1.985
C 1.951 -2.468 2.771
C 2.703 -3.460 0.597
H -4.759 -3.986 -0.687
H -4.539 -2.547 -1.674
H -4.415 -2.431 0.081
H -2.952 -4.797 -2.441
H -1.178 -5.914 -3.554
H 0.004 -6.475 -2.372
H 0.427 -5.177 -3.481
H 1.056 -4.178 -1.120
H -2.183 -2.064 0.737
H 0.037 -4.405 2.631
H 1.659 -5.106 2.552
H 0.593 -5.183 1.147
H 1.147 -2.401 3.505
H 2.291 -1.463 2.519
H 2.782 -3.005 3.228
H 2.695 -4.462 0.166
H 3.637 -3.355 1.149
H 2.711 -2.728 -0.207
Cl 5.507 1.618 -0.106
C 4.212 0.453 0.261
Cl 4.724 -0.481 1.700
Cl 4.137 -0.665 -1.111
C 2.792 1.041 0.528
N 1.825 0.250 0.616
C 0.459 1.846 -4.220
N -0.803 1.903 -3.491
C -1.763 1.005 -4.138
N -1.279 -0.368 -4.256
C -0.002 -0.364 -4.961
N 1.002 0.497 -4.334
C 1.436 -0.022 -3.045
P 0.028 -0.176 -1.833
C -0.637 1.552 -2.088
C -1.183 -1.029 -2.960
H 1.193 2.484 -3.721
H 0.290 2.232 -5.227
H -1.961 1.386 -5.141
H -2.694 1.010 -3.569
H -0.171 -0.004 -5.977
H 0.384 -1.384 -5.010
H 2.192 0.640 -2.622
H 1.895 -1.003 -3.186
H 0.044 2.268 -1.610
H -1.602 1.628 -1.594
H -2.160 -1.035 -2.474
H -0.869 -2.066 -3.094
C -0.211 5.200 2.454
C -0.151 4.656 0.999
C 0.760 5.564 0.182
C -1.560 4.695 0.404
C 0.224 3.229 1.339
H -0.494 6.250 2.384
H 0.757 5.130 2.954
H -0.963 4.680 3.050
H 0.301 6.552 0.164
H 0.856 5.235 -0.850
H 1.744 5.674 0.631
H -1.881 5.734 0.332
H -2.272 4.160 1.028
H -1.584 4.260 -0.595
H -0.617 2.730 1.829
*
```

Summary:
M = 981.04 g mol⁻¹
energy = -214215.2160 eV
HOMO (alpha / beta) = -0.3701 / -0.3810 Eh
gap between HOMO and LUMO (alpha / beta) = 6.2 / 6.5 eV
energy relative to the best compared isomer or geometry (same formula, charge and spin) = 0.5058 eV